(1)
Density functional theory data (ωB97M-V/def2-TZVPD) for 2 unconnected molecules or ions with the total composition C5H5F3N2 in a non-equilibrium geometry.

Energy above the lowest of the compared OMol25 structures with the same formula, charge and spin, kJ/mol: 134.9
HOMO energy, eV: -8.5
Gap between HOMO and LUMO, eV: 8.443
Total charge: 0

Geometry as XYZ:
```
15
Properties=species:S:1:pos:R:3:nbo_charge:R:1
F 0.375 -1.783 1.049 -0.869
F -0.584 -0.766 -2.807 -0.290
F -2.693 0.394 1.129 -0.306
N -1.645 -0.175 -0.874 -0.593
N 2.012 0.614 0.811 -0.771
C 0.709 0.005 -1.105 -0.389
C -0.494 -0.360 -1.544 0.673
C -1.500 0.236 0.461 0.672
C -0.356 0.717 1.015 -0.338
C 0.807 0.330 0.243 0.432
H 1.539 -0.295 -1.848 0.266
H 1.847 1.067 1.708 0.378
H -2.414 -0.900 -1.129 0.458
H -0.318 1.061 1.990 0.248
H 2.715 -0.144 0.900 0.429
```

=====

(2)
Density functional theory data (ωB97M-V/def2-TZVPD) for C9H8N2O3 in the gas phase in a non-equilibrium geometry.

Energy above the lowest of the compared OMol25 structures with the same formula, charge and spin, kJ/mol: 212.7
HOMO energy, eV: -8.5
Gap between HOMO and LUMO, eV: 7.967
Total charge: 0

Geometry as XYZ:
```
22
Properties=species:S:1:pos:R:3:nbo_charge:R:1
O -1.860 -2.778 -0.214 -0.483
O 2.797 4.621 0.810 -0.647
O 2.034 3.920 -1.286 -0.274
N 1.113 2.022 -0.610 -0.087
N 1.346 2.722 -1.690 0.035
C 0.413 0.769 -0.535 0.142
C -1.875 -3.546 0.975 -0.255
C 0.461 0.030 0.671 -0.200
C 1.585 2.707 0.475 -0.205
C -0.371 0.274 -1.583 -0.193
C -1.049 -0.961 -1.440 -0.246
C -0.310 -1.156 0.832 -0.280
C -1.082 -1.667 -0.252 0.324
C 2.213 3.806 0.041 0.620
H -2.112 -2.894 1.820 0.181
H 1.050 0.362 1.532 0.232
H -2.637 -4.350 0.860 0.213
H -1.667 -1.359 -2.229 0.234
H -0.470 0.772 -2.551 0.248
H -0.246 -1.715 1.740 0.225
H 1.535 2.399 1.513 0.236
H -0.870 -3.979 1.123 0.182
```

=====

(3)
Density functional theory data (ωB97M-V/def2-TZVPD) for 6 unconnected molecules or ions with the total composition C16H38Cl6N4O4 in a non-equilibrium geometry.

SMILES string: COC[C@H](C)N.COC[C@H](C)N.ClC(Cl)Cl.ClC(Cl)Cl.CN(C)C=O.CN(C)C=O
Energy above the lowest of the compared OMol25 structures with the same formula, charge and spin, kJ/mol: 341.7
HOMO energy, eV: -9.2
Gap between HOMO and LUMO, eV: 9.191
Total charge: 0

Geometry as XYZ:
```
68
Properties=species:S:1:pos:R:3:nbo_charge:R:1
Cl 3.066 -5.211 -2.352 0.022
Cl 3.559 0.388 -0.019 -0.027
Cl 2.388 -6.213 0.316 -0.007
Cl 0.524 1.178 -0.053 -0.037
Cl 1.900 0.414 -2.438 0.055
Cl 2.962 -3.425 -0.180 0.028
O -4.117 2.228 -0.537 -0.573
O 6.934 2.901 -4.528 -0.611
O -1.683 -1.994 5.481 -0.642
O -0.656 -1.965 -1.796 -0.567
N -1.252 -0.317 4.154 -0.421
N -2.037 -1.899 0.755 -0.837
N 7.118 1.384 -2.883 -0.432
N -5.867 4.393 -1.206 -0.822
C -0.891 -3.171 -1.025 -0.087
C -1.265 -4.142 1.435 -0.629
C -0.271 0.508 3.443 -0.415
C -3.250 1.087 -0.029 -0.247
C -4.789 4.500 -0.180 -0.069
C -4.568 3.129 0.476 -0.079
C 6.651 0.846 -1.637 -0.445
C 6.524 2.393 -3.524 0.536
C -0.952 -1.508 4.616 0.517
C 8.322 0.746 -3.468 -0.436
C -1.001 -2.851 0.507 -0.051
C -5.127 5.750 0.644 -0.612
C 3.397 -5.040 -0.642 -0.279
C -0.577 -2.202 -3.241 -0.273
C -2.546 0.366 4.374 -0.420
C 1.895 0.082 -0.721 -0.220
H -3.182 -0.001 5.180 0.244
H 5.619 0.497 -1.675 0.215
H -2.382 1.685 0.249 0.177
H -1.542 -2.534 -3.625 0.173
H -6.014 5.504 1.229 0.197
H -0.084 -2.035 4.189 0.123
H 9.094 1.338 -2.976 0.197
H 0.685 -0.013 3.499 0.202
H -3.138 0.520 3.472 0.198
H -4.288 5.989 1.297 0.206
H -2.230 -1.592 -0.188 0.356
H 6.975 -0.106 -1.216 0.230
H -6.775 4.300 -0.774 0.331
H -1.731 -3.731 -1.437 0.171
H -5.525 2.860 0.923 0.162
H -3.941 4.699 -0.835 0.193
H -5.763 3.445 -1.538 0.355
H -0.050 1.442 3.959 0.203
H -2.321 1.379 4.706 0.193
H -3.849 3.260 1.285 0.165
H -0.079 -2.405 0.881 0.173
H -2.930 -2.286 1.025 0.358
H -2.960 0.334 -0.762 0.201
H -5.298 6.632 0.028 0.231
H -0.340 -4.717 1.473 0.214
H -0.487 -1.314 -3.867 0.205
H 4.459 -5.271 -0.558 0.240
H 1.706 -0.939 -0.389 0.231
H 0.167 -2.872 -3.673 0.182
H -0.108 -3.897 -1.244 0.177
H -0.577 0.568 2.398 0.214
H -2.090 -4.764 1.089 0.211
H 8.657 0.699 -4.504 0.244
H -1.294 -3.866 2.489 0.229
H 6.749 1.666 -0.927 0.205
H -3.628 0.618 0.880 0.179
H 5.670 2.727 -2.914 0.097
H 8.435 -0.173 -2.892 0.198
```

=====

| no. | DFT total energy (eV) |
| --- | --- |
| 1 | -16396.3586 |
| 2 | -18581.6393 |
| 3 | -106488.6819 |